C20H59N6O5 | ωB97M-V with the def2-TZVPD basis set

Computed properties:
Total energy in eV: -40830.1894
E_LUMO in eV: -1.8
HOMO-LUMO gap in eV: 6.4
Relative energy (zero: lowest compared OMol25 entry of this formula, charge and spin) in kcal per mole: 860.22
F_max in eV/Å: 18.55

```
! RIJCOSX wB97M-V def2-TZVPD def2/J DEFGRID3
* xyz 1 1
N -0.438 -0.304 -0.859
H -0.228 0.683 -0.880
H 0.426 -0.760 -1.116
H -1.190 -0.377 -1.529
H -0.651 -0.656 0.063
C -2.810 -1.455 -0.416
C -2.518 -0.584 0.750
C -3.040 -1.148 2.076
O -2.535 -2.535 2.233
C -2.512 -3.012 3.622
N -1.059 -0.281 0.893
H -2.536 -2.507 -0.336
H -2.351 -1.010 -1.300
H -3.884 -1.439 -0.597
H -3.021 0.377 0.639
H -4.130 -1.164 2.051
H -2.801 -0.520 2.935
H -3.495 -2.950 4.088
H -1.875 -2.257 4.084
H -2.114 -4.003 3.843
H -0.727 -1.111 1.362
H -0.940 0.397 1.632
C 3.714 1.141 0.157
C 2.913 -0.065 -0.493
C 1.812 -0.766 0.441
O 0.902 -1.714 -0.052
C 1.563 -2.805 -0.518
N 2.263 0.439 -1.707
H 3.121 1.991 0.493
H 4.338 1.639 -0.585
H 4.424 0.785 0.904
H 3.649 -0.811 -0.792
H 1.188 0.054 0.797
H 2.247 -1.068 1.393
H 0.922 -3.388 -1.180
H 1.914 -3.424 0.308
H 2.423 -2.601 -1.156
H 1.995 -0.351 -2.276
H 3.015 0.756 -2.303
C 0.554 -1.396 2.375
C 0.183 -0.242 3.360
C 0.952 1.081 3.106
O 2.404 0.932 3.118
C 3.050 2.189 2.782
N -1.262 -0.061 3.245
H 0.036 -2.319 2.637
H 1.643 -1.409 2.345
H 0.255 -1.069 1.379
H 0.400 -0.568 4.377
H 0.473 1.884 3.667
H 0.580 1.473 2.159
H 4.126 2.274 2.934
H 2.653 3.016 3.370
H 2.873 2.515 1.757
H -1.670 -0.936 3.543
H -1.620 0.524 3.987
C -1.597 1.139 -3.766
C -0.934 -0.228 -3.442
C 0.640 -0.134 -3.247
O 1.318 -1.329 -2.823
C 1.599 -2.311 -3.851
N -1.591 -0.848 -2.306
H -1.175 1.899 -3.109
H -2.680 1.192 -3.658
H -1.377 1.363 -4.810
H -1.135 -0.934 -4.249
H 0.687 0.602 -2.444
H 1.159 0.296 -4.104
H 0.747 -2.969 -4.025
H 2.460 -2.875 -3.492
H 1.931 -1.869 -4.790
H -1.403 -1.835 -2.408
H -2.601 -0.840 -2.316
C 1.151 3.197 0.731
C 0.255 2.070 0.154
C -1.120 2.543 -0.353
O -1.814 1.354 -0.787
C -3.049 1.622 -1.642
N 0.874 1.379 -0.891
H 2.089 2.800 1.119
H 0.619 3.817 1.452
H 1.498 3.768 -0.131
H -0.054 1.387 0.945
H -1.116 3.247 -1.185
H -1.729 2.922 0.467
H -2.837 1.923 -2.668
H -3.653 2.411 -1.195
H -3.593 0.678 -1.664
H 0.968 2.053 -1.637
H 1.862 1.427 -0.686
*
```

C20H60N15O11 | ωB97M-V with the def2-TZVPD basis set

Computed properties:
Total energy in eV: -66589.0138
E_LUMO in eV: 1.9
HOMO-LUMO gap in eV: 8.8
Relative energy (zero: lowest compared OMol25 entry of this formula, charge and spin) in kcal per mole: 45.78
F_max in eV/Å: 8.27

```
! RIJCOSX wB97M-V def2-TZVPD def2/J DEFGRID3
* xyz -1 1
C 22.449 -6.119 -24.628
C 21.168 -5.551 -25.255
O 21.049 -5.253 -26.434
O 20.089 -5.550 -24.605
H 23.056 -6.360 -25.501
H 22.149 -6.931 -23.966
H 23.021 -5.306 -24.183
C 21.736 -1.828 -25.725
C 23.126 -1.816 -26.349
C 24.044 -0.702 -25.643
O 24.340 -1.116 -24.313
C 25.013 -0.086 -23.500
N 23.748 -3.160 -26.561
H 20.962 -1.169 -26.119
H 21.671 -1.880 -24.638
H 21.295 -2.801 -25.939
H 22.945 -1.475 -27.368
H 23.436 0.202 -25.681
H 24.969 -0.453 -26.162
H 25.197 -0.504 -22.511
H 24.240 0.675 -23.394
H 25.997 0.295 -23.777
H 24.071 -3.405 -25.635
H 23.028 -3.799 -26.866
C 25.718 -6.658 -25.280
C 26.982 -6.995 -26.003
C 28.083 -6.244 -25.221
O 29.385 -6.241 -25.956
C 30.498 -6.400 -25.089
N 27.318 -8.421 -26.005
H 24.875 -7.318 -25.481
H 25.481 -5.604 -25.430
H 25.767 -6.727 -24.193
H 26.933 -6.606 -27.020
H 28.198 -6.583 -24.192
H 27.882 -5.175 -25.147
H 30.577 -7.478 -24.948
H 30.657 -6.093 -24.055
H 31.340 -6.031 -25.674
H 26.509 -8.832 -26.449
H 27.981 -8.571 -26.752
C 20.925 -9.231 -17.105
C 21.549 -7.970 -17.671
C 22.008 -8.097 -19.163
O 22.592 -6.924 -19.821
C 22.919 -7.066 -21.188
N 20.509 -6.991 -17.604
H 21.634 -10.058 -17.146
H 20.078 -9.592 -17.688
H 20.677 -9.095 -16.052
H 22.329 -7.577 -17.018
H 21.319 -8.634 -19.815
H 22.832 -8.806 -19.085
H 22.187 -7.659 -21.736
H 23.820 -7.673 -21.273
H 23.315 -6.236 -21.773
H 20.779 -6.514 -18.453
H 19.604 -7.386 -17.816
C 17.010 -6.513 -26.538
O 16.039 -6.708 -27.224
N 18.224 -6.617 -26.967
N 17.084 -6.324 -25.292
H 18.846 -6.065 -26.394
H 18.330 -6.736 -27.965
H 16.296 -6.132 -24.691
H 17.977 -6.178 -24.843
C 18.730 -5.195 -20.916
O 18.551 -3.929 -20.968
N 19.315 -5.860 -21.882
N 18.212 -6.038 -20.002
H 19.701 -5.457 -22.723
H 19.381 -6.854 -21.715
H 18.161 -7.033 -20.165
H 17.729 -5.657 -19.202
C 26.362 -3.985 -22.569
O 26.413 -5.041 -21.934
N 27.399 -3.265 -22.657
N 25.253 -3.417 -22.908
H 28.199 -3.700 -22.220
H 27.557 -2.402 -23.158
H 24.349 -3.763 -22.620
H 25.218 -2.512 -23.356
C 19.430 -4.585 -29.974
O 18.771 -4.296 -30.882
N 19.270 -4.221 -28.724
N 20.552 -5.151 -30.195
H 18.768 -3.428 -28.351
H 20.108 -4.499 -28.234
H 20.954 -5.256 -31.116
H 21.150 -5.302 -29.395
C 23.196 -7.348 -28.554
O 23.565 -7.822 -29.612
N 21.996 -7.405 -28.202
N 23.840 -6.467 -27.829
H 21.669 -6.845 -27.429
H 21.347 -7.725 -28.906
H 24.774 -6.240 -28.141
H 23.347 -5.981 -27.093
C 18.319 -2.268 -24.954
O 18.144 -1.110 -24.741
N 18.118 -2.887 -26.090
N 18.769 -3.031 -24.051
H 18.100 -2.176 -26.807
H 18.588 -3.745 -26.342
H 19.213 -3.885 -24.358
H 18.726 -2.766 -23.078
*
```

C20H60N4O8 | ωB97M-V with the def2-TZVPD basis set

Computed properties:
Total energy in eV: -44049.4394
E_LUMO in eV: 0.5
HOMO-LUMO gap in eV: 9.4
SMILES string: COC[C@H](C)N.COC[C@H](C)N.COC[C@H](C)N.COC[C@H](C)N.CO.CO.CO.CO
Relative energy (zero: lowest compared OMol25 entry of this formula, charge and spin) in kcal per mole: 48.11
F_max in eV/Å: 2.10

```
! RIJCOSX wB97M-V def2-TZVPD def2/J DEFGRID3
* xyz 0 1
C -21.466 -0.761 2.313
O -21.675 0.360 1.440
H -22.377 -1.382 2.358
H -20.621 -1.448 2.003
H -21.284 -0.439 3.341
H -21.809 -0.056 0.577
C -16.145 -2.275 6.610
O -16.131 -2.095 8.011
H -17.123 -2.035 6.174
H -15.323 -1.641 6.246
H -15.910 -3.314 6.313
H -16.972 -2.418 8.373
C -19.530 0.711 5.754
O -19.754 1.277 7.020
H -20.437 0.493 5.164
H -18.796 1.215 5.111
H -19.156 -0.285 6.045
H -20.066 2.200 6.867
C -16.209 3.595 6.073
O -16.528 3.845 4.734
H -16.132 4.527 6.655
H -16.937 2.954 6.573
H -15.211 3.100 6.145
H -16.490 2.984 4.312
C -19.688 4.986 7.925
C -20.378 5.198 6.569
C -19.980 6.507 5.847
O -20.200 7.674 6.685
C -19.881 8.839 5.986
N -20.048 4.084 5.620
H -18.597 4.957 7.795
H -20.045 4.058 8.379
H -20.002 5.824 8.539
H -21.447 5.138 6.598
H -20.564 6.617 4.930
H -18.910 6.435 5.575
H -18.858 8.738 5.600
H -19.893 9.676 6.728
H -20.559 9.021 5.158
H -19.161 4.291 5.103
H -20.759 4.015 4.899
C -18.515 -2.249 11.347
C -19.270 -2.823 10.153
C -19.999 -1.695 9.389
O -20.838 -1.070 10.308
C -21.570 0.007 9.686
N -18.315 -3.442 9.198
H -17.989 -1.386 10.969
H -17.774 -2.981 11.642
H -19.202 -2.005 12.160
H -20.035 -3.547 10.512
H -20.555 -2.116 8.549
H -19.223 -1.031 8.978
H -20.923 0.586 8.991
H -21.948 0.587 10.527
H -22.384 -0.400 9.109
H -18.907 -3.953 8.518
H -17.812 -4.159 9.713
C -21.260 -5.624 6.045
C -20.066 -4.894 5.515
C -20.405 -3.382 5.532
O -21.620 -3.148 4.749
C -22.337 -2.140 5.465
N -18.821 -5.156 6.302
H -21.691 -5.160 6.958
H -21.081 -6.641 6.336
H -22.074 -5.646 5.313
H -19.905 -5.192 4.453
H -19.605 -2.744 5.116
H -20.488 -3.159 6.608
H -21.629 -1.323 5.693
H -22.702 -2.605 6.391
H -23.152 -1.852 4.825
H -18.955 -6.026 6.808
H -17.956 -5.153 5.806
C -15.610 1.414 10.560
C -17.010 1.275 9.929
C -17.795 2.601 10.218
O -17.976 2.890 11.593
C -18.932 2.024 12.185
N -16.941 1.059 8.473
H -15.792 1.559 11.645
H -15.036 2.267 10.166
H -15.071 0.492 10.416
H -17.471 0.416 10.463
H -18.763 2.442 9.647
H -17.287 3.470 9.730
H -18.626 0.960 12.183
H -19.930 2.142 11.698
H -19.045 2.353 13.244
H -17.923 0.942 8.215
H -16.510 0.133 8.453
*
```